[1]
ORCA calculation (the ωB97M-V functional and the def2-TZVPD basis) on a cluster of 12 separate species, C14H46N4O18 in total.

As for the charge: 0.

```
82
Properties=species:S:1:pos:R:3:lowdin_charge:R:1
C 0.365 -4.500 2.653 -0.170
O 0.568 -4.299 4.045 -0.114
H 0.375 -5.565 2.440 0.079
H -0.602 -4.118 2.300 0.044
H 1.130 -3.997 2.055 0.068
H 0.564 -3.356 4.229 0.067
C -2.016 -1.805 -3.638 -0.146
O -1.967 -2.645 -4.772 -0.111
H -2.876 -1.127 -3.674 0.083
H -2.220 -2.433 -2.771 0.058
H -1.120 -1.210 -3.545 0.044
H -2.723 -3.234 -4.769 0.081
C 2.665 0.951 4.289 -0.178
O 3.121 -0.362 4.560 -0.118
H 3.146 1.415 3.424 0.072
H 1.593 0.917 4.078 0.064
H 2.762 1.603 5.170 0.074
H 4.058 -0.405 4.346 0.074
C 0.883 4.289 2.416 -0.161
O -0.045 4.555 3.448 -0.111
H 0.460 4.601 1.460 0.079
H 1.800 4.875 2.562 0.079
H 1.153 3.235 2.301 0.072
H 0.356 4.353 4.297 0.090
C 4.119 -1.331 1.426 -0.156
O 5.502 -1.640 1.689 -0.129
H 3.400 -1.848 2.061 0.065
H 3.962 -0.257 1.517 0.069
H 3.956 -1.548 0.363 0.078
H 5.676 -2.497 1.296 0.065
C -1.629 -4.233 -0.889 -0.160
O -0.379 -4.643 -0.375 -0.114
H -1.702 -3.154 -0.902 0.056
H -1.837 -4.675 -1.877 0.080
H -2.476 -4.680 -0.339 0.083
H -0.028 -5.388 -0.861 0.078
C -2.500 2.836 1.213 -0.161
O -2.574 4.035 1.972 -0.123
H -2.210 2.037 1.915 0.065
H -3.497 2.597 0.860 0.070
H -1.764 2.778 0.401 0.071
H -1.758 4.178 2.480 0.033
C -2.069 -1.805 2.920 0.052
N -2.995 -0.749 2.426 -0.455
O -3.752 -0.250 3.202 0.097
O -2.887 -0.449 1.262 0.049
H -2.240 -2.693 2.321 0.087
H -2.315 -2.070 3.942 0.101
H -1.075 -1.379 2.833 0.090
C -0.150 -0.068 -0.609 0.039
N 0.574 -0.468 0.623 -0.432
O 0.986 -1.600 0.724 0.060
O 0.637 0.344 1.494 0.059
H 0.406 0.748 -1.048 0.090
H -1.128 0.321 -0.331 0.070
H -0.287 -0.915 -1.260 0.068
C 3.398 5.226 -0.360 0.058
N 3.278 3.739 -0.289 -0.473
O 2.189 3.266 -0.439 0.055
O 4.254 3.116 -0.017 0.089
H 4.386 5.498 -0.017 0.095
H 2.666 5.590 0.358 0.083
H 3.166 5.571 -1.357 0.100
C 1.142 -3.361 -3.878 0.059
N 1.189 -1.888 -3.957 -0.493
O 1.424 -1.270 -2.973 0.070
O 0.945 -1.403 -5.002 0.095
H 1.854 -3.728 -4.610 0.104
H 0.128 -3.687 -4.069 0.084
H 1.477 -3.637 -2.884 0.095
C -4.781 2.143 -2.517 -0.029
O -3.714 2.578 -3.335 0.022
C -2.572 1.955 -3.155 -0.667
O -2.375 1.093 -2.370 0.126
O -1.720 2.435 -4.026 0.037
C -0.407 1.916 -3.877 -0.021
H -4.960 1.079 -2.672 0.098
H -5.657 2.674 -2.871 0.096
H -4.569 2.374 -1.479 0.090
H 0.228 2.410 -4.609 0.101
H -0.366 0.844 -4.044 0.072
H 0.002 2.196 -2.903 0.092
```

***

[2]
ORCA calculation (the ωB97M-V functional and the def2-TZVPD basis) on a cluster of 10 separate species, C14H47F6NO11P in total.

As for the charge: -1.

```
80
Properties=species:S:1:pos:R:3:lowdin_charge:R:1
P 0.809 -1.475 -0.164 0.176
F 2.270 -1.873 -0.724 -0.147
F 0.921 -2.701 0.891 -0.152
F 1.482 -0.485 0.933 -0.153
F -0.687 -1.202 0.373 -0.144
F 0.683 -0.233 -1.167 -0.146
F 0.149 -2.430 -1.318 -0.166
C 0.543 -5.006 -2.724 -0.180
O 0.745 -5.278 -1.351 -0.124
H 0.770 -5.925 -3.276 0.072
H -0.497 -4.757 -2.953 0.065
H 1.227 -4.239 -3.092 0.068
H 0.886 -4.434 -0.906 0.036
C 0.334 1.112 3.302 -0.164
O -0.098 1.172 4.652 -0.114
H 1.415 1.019 3.277 0.074
H -0.123 0.276 2.768 0.059
H 0.069 2.020 2.747 0.066
H -1.032 1.401 4.655 0.075
C 0.038 2.306 -3.266 -0.153
O -0.160 3.479 -2.484 -0.137
H 0.681 2.487 -4.133 0.075
H 0.447 1.497 -2.660 0.051
H -0.946 2.016 -3.626 0.079
H 0.678 3.795 -2.136 0.060
C 3.636 -1.524 -4.025 -0.143
O 3.575 -2.011 -5.374 -0.139
H 2.917 -2.053 -3.396 0.062
H 4.656 -1.589 -3.646 0.080
H 3.315 -0.485 -4.039 0.071
H 3.903 -2.914 -5.361 0.062
C 1.887 -2.374 4.104 -0.125
O 0.486 -2.603 3.999 -0.131
H 2.444 -3.173 3.609 0.082
H 2.136 -1.438 3.620 0.066
H 2.177 -2.349 5.157 0.076
H 0.343 -3.512 3.727 0.084
C -2.162 -1.960 -3.652 -0.166
O -2.203 -0.829 -2.788 -0.132
H -2.577 -1.662 -4.610 0.071
H -1.126 -2.282 -3.832 0.067
H -2.658 -2.829 -3.208 0.075
H -1.757 -1.112 -1.979 0.039
C -2.442 1.753 -0.352 -0.052
C -2.361 2.519 0.963 -0.449
C -1.848 3.915 0.714 -0.193
O -1.691 4.582 1.974 -0.200
C -1.037 5.804 1.844 -0.143
N -3.600 2.408 1.725 0.057
H -1.525 1.759 -0.935 0.061
H -3.219 2.194 -0.995 0.086
H -2.745 0.727 -0.152 0.072
H -1.565 1.997 1.508 0.111
H -2.605 4.500 0.162 0.135
H -0.900 3.884 0.172 0.116
H -1.629 6.525 1.254 0.086
H -0.061 5.709 1.350 0.085
H -0.897 6.224 2.840 0.084
H -4.361 2.725 1.124 0.069
H -3.562 3.103 2.468 0.064
C 3.924 2.507 -1.812 -0.252
C 3.156 1.458 -1.069 -0.279
O 3.612 1.327 0.257 -0.051
O 5.133 1.957 -2.327 -0.060
H 4.128 3.334 -1.116 0.123
H 3.308 2.935 -2.613 0.107
H 3.214 0.526 -1.641 0.111
H 2.103 1.771 -1.040 0.101
H 3.165 0.547 0.610 0.056
H 5.770 2.664 -2.457 0.075
C -3.594 -3.125 3.109 -0.229
C -2.515 -2.131 2.747 -0.267
O -2.070 -1.464 3.912 -0.065
O -4.602 -2.436 3.889 -0.081
H -3.173 -3.903 3.755 0.112
H -4.079 -3.523 2.216 0.114
H -2.901 -1.474 1.958 0.113
H -1.644 -2.639 2.319 0.104
H -1.106 -1.502 3.862 0.034
H -5.381 -2.996 3.849 0.066
```

***

no.,orbital gap (eV),HOMO (eV)
1,9.824,-9.588
2,9.544,-7.039